No. 1
An isolated ion of composition C8H15INO and charge +1. Source: the Open Molecules 2025 dataset; level of theory: wB97M-V/def2-TZVPD.

Each line ends with the Löwdin charge.
Positions of all 26 atoms, in Å:
C1 3.238 -1.435 0.512  -0.094
C2 1.980 -0.772 -0.034  -0.269
C3 2.178 0.712 -0.209  -0.165
C4 0.893 1.500 -0.565  -0.150
O1 -0.134 0.651 -1.125  -0.073
C5 -1.360 0.720 -0.529  -0.361
N1 -2.212 -0.244 -1.304  0.186
C6 -3.184 -0.705 -0.637  0.047
C7 -3.134 -0.130 0.746  -0.168
C8 -1.616 0.139 0.855  -0.673
I1 -1.220 1.350 2.567  0.973
H1 4.070 -1.256 -0.156  0.079
H2 3.061 -2.498 0.604  0.073
H3 3.476 -1.075 1.503  0.076
H4 1.183 -0.938 0.685  0.093
H5 1.734 -1.251 -0.971  0.110
H6 2.546 1.124 0.724  0.119
H7 2.907 0.914 -0.981  0.117
H8 1.154 2.227 -1.320  0.124
H9 0.523 2.053 0.286  0.064
H10 -1.874 1.683 -0.602  0.176
H11 -1.920 -0.444 -2.259  0.201
H12 -3.872 -1.425 -1.045  0.164
H13 -3.508 -0.844 1.465  0.130
H14 -3.749 0.766 0.748  0.134
H15 -1.160 -0.821 1.042  0.088

Values from the calculation:
HOMO-LUMO gap = 8.662 eV
lowest unoccupied orbital energy = -4.59 eV
SMILES string = CCCCO[C@H]1[NH+]=CC[C@@H]1I
total energy = -20170.026 eV
total charge = +1
E_HOMO = -13.25 eV

---

No. 2
An isolated ion of composition C7H13NO5P and charge -1. Source: the Open Molecules 2025 dataset; level of theory: wB97M-V/def2-TZVPD.

Each line ends with the Löwdin charge.
Positions of all 27 atoms, in Å:
C1 3.502 -2.762 0.389  -0.082
C2 3.750 -1.495 -0.413  -0.336
O1 3.623 -0.380 0.431  -0.216
P1 3.115 0.978 -0.277  0.334
O2 3.319 2.103 0.650  -0.319
O3 3.418 0.993 -1.718  -0.308
O4 1.283 0.488 -0.206  -0.159
C3 0.098 1.090 -0.003  -0.381
C4 0.114 2.562 0.343  -0.038
C5 -1.084 0.409 -0.077  -0.077
N1 -2.394 0.894 -0.009  0.062
C6 -3.440 0.095 -0.311  -0.558
C7 -4.802 0.777 -0.275  -0.017
O5 -3.338 -1.092 -0.581  0.020
H1 2.496 -2.743 0.796  0.073
H2 3.623 -3.638 -0.247  0.066
H3 4.212 -2.820 1.213  0.067
H4 3.039 -1.409 -1.238  0.104
H5 4.764 -1.502 -0.838  0.115
H6 -0.513 2.761 1.214  0.070
H7 1.140 2.842 0.565  0.050
H8 -0.247 3.159 -0.495  0.077
H9 -1.061 -0.645 -0.309  0.107
H10 -2.542 1.870 0.201  0.133
H11 -5.491 0.174 -0.863  0.074
H12 -4.760 1.784 -0.681  0.067
H13 -5.169 0.817 0.750  0.074

Values from the calculation:
HOMO-LUMO gap = 7.064 eV
lowest unoccupied orbital energy = 3.03 eV
SMILES string = CCO[P@@](=O)([O-])O/C(C)=C/NC(C)=O
total energy = -28490.925 eV
total charge = -1
E_HOMO = -4.04 eV

---

No. 3
C11H35F2NO18P3S2Ti as an isolated structure. Source: the Open Molecules 2025 dataset; level of theory: wB97M-V/def2-TZVPD.

Each line ends with the Löwdin spin population.
Positions of all 73 atoms, in Å:
Ti1 0.275 0.087 -0.116  1.931
N1 2.157 0.801 -1.610  0.154
S1 2.573 -0.416 -2.510  0.163
O1 3.790 -1.181 -2.305  0.105
O2 1.994 -0.496 -3.835  0.066
F1 1.559 -1.441 -1.668  0.017
S2 3.405 1.687 -2.324  0.191
O3 3.405 2.142 -3.693  0.127
O4 4.681 1.528 -1.632  0.081
F2 2.890 3.092 -1.640  0.009
C1 1.457 3.189 0.873  0.003
O5 1.947 1.857 0.953  0.017
H1 0.727 3.304 0.071  0.001
H2 0.978 3.397 1.832  0.000
H3 2.269 3.902 0.738  0.000
H4 2.276 1.571 0.083  0.004
C2 -0.618 2.684 -2.814  0.003
O6 -0.321 1.671 -1.837  0.035
H5 0.164 2.567 -3.574  0.000
H6 -1.572 2.553 -3.317  0.001
H7 -0.479 3.683 -2.396  0.001
H8 0.643 1.486 -1.912  0.006
C3 -2.138 3.162 3.757  0.000
O7 -2.993 2.405 2.911  0.000
P1 -2.622 2.020 1.408  0.002
O8 -1.296 1.414 1.237  0.018
O9 -3.816 1.044 1.007  0.000
C4 -5.157 1.487 1.179  0.000
O10 -2.935 3.331 0.539  0.001
C5 -1.959 4.366 0.307  0.000
H9 -2.619 4.108 4.012  0.000
H10 -1.146 3.340 3.346  0.000
H11 -2.045 2.628 4.704  0.000
H12 -5.784 1.335 0.304  0.000
H13 -5.278 2.533 1.466  0.000
H14 -5.605 0.935 2.007  0.000
H15 -1.760 4.320 -0.764  0.000
H16 -1.018 4.168 0.814  0.000
H17 -2.397 5.332 0.538  0.000
C6 -1.671 -4.044 0.935  0.000
O11 -2.613 -3.405 0.063  0.000
P2 -1.931 -2.654 -1.156  0.004
O12 -1.055 -1.519 -0.795  0.023
O13 -1.130 -3.820 -1.894  0.001
C7 -0.402 -3.543 -3.100  0.001
O14 -3.089 -2.258 -2.178  0.001
C8 -3.013 -1.101 -3.008  0.000
H18 -0.939 -3.331 1.324  0.000
H19 -1.137 -4.869 0.464  0.000
H20 -2.206 -4.444 1.794  0.000
H21 0.609 -3.918 -2.947  0.000
H22 -0.317 -2.489 -3.368  0.001
H23 -0.885 -4.109 -3.897  0.000
H24 -3.878 -0.443 -2.973  0.000
H25 -2.792 -1.369 -4.040  0.000
H26 -2.167 -0.492 -2.672  0.000
C9 1.256 -2.645 4.110  0.000
O15 2.468 -2.509 3.398  0.000
P3 2.361 -2.189 1.832  0.003
O16 1.293 -1.214 1.496  0.025
O17 3.797 -1.695 1.418  0.001
C10 4.263 -0.354 1.620  0.001
O18 2.183 -3.575 1.111  0.001
C11 2.727 -3.837 -0.180  0.001
H27 0.390 -2.981 3.538  0.000
H28 0.962 -1.722 4.621  0.000
H29 1.365 -3.335 4.950  0.000
H30 4.990 -0.400 2.433  0.000
H31 3.488 0.356 1.905  0.000
H32 4.755 0.022 0.725  0.000
H33 3.424 -3.077 -0.543  0.002
H34 1.944 -3.876 -0.936  0.000
H35 3.317 -4.753 -0.192  0.000

Values from the calculation:
HOMO-LUMO gap (spin up / spin down) = 4.975 / 8.833 eV
lowest unoccupied orbital energy (spin up / spin down) = 0.01 / 0.01 eV
total energy = -128411.466 eV
E_HOMO (spin up / spin down) = -4.96 / -8.82 eV
multiplicity = 4

---

No. 4
C24H20ClGdNPSe as an isolated structure. Source: the Open Molecules 2025 dataset; level of theory: wB97M-V/def2-TZVPD.

Each line ends with the Löwdin spin population.
Positions of all 49 atoms, in Å:
C1 -1.238 -1.525 3.558  0.027
C2 -1.034 -2.058 2.275  0.064
C3 0.407 -2.233 2.021  0.075
H1 -1.859 -2.257 1.602  0.000
C4 1.148 -1.737 3.099  0.002
C5 0.147 -1.154 4.130  0.000
H2 0.621 -1.104 5.224  0.008
H3 -2.112 -0.958 3.996  0.008
H4 0.869 -2.673 1.142  0.004
H5 2.243 -1.603 3.298  0.001
Gd1 -0.106 0.248 2.187  6.823
Cl1 2.081 1.456 2.302  0.003
P1 0.028 0.345 -0.489  0.002
C6 1.264 -0.744 -1.039  0.003
C7 0.936 -1.448 -2.200  0.003
H6 -0.077 -1.410 -2.592  0.000
C8 1.930 -2.181 -2.831  0.000
H7 1.679 -2.728 -3.736  0.000
C9 3.230 -2.210 -2.320  0.004
H8 4.003 -2.789 -2.830  0.000
C10 3.543 -1.492 -1.159  -0.001
H9 4.558 -1.504 -0.763  0.000
C11 2.567 -0.758 -0.503  0.004
H10 2.799 -0.186 0.396  0.000
C12 -1.611 -0.156 -0.907  -0.002
C13 -2.050 -1.490 -0.797  0.002
H11 -1.403 -2.259 -0.369  0.001
C14 -3.317 -1.817 -1.260  0.000
H12 -3.658 -2.850 -1.198  0.000
C15 -4.144 -0.831 -1.812  0.002
H13 -5.138 -1.093 -2.178  0.000
C16 -3.700 0.493 -1.892  0.000
H14 -4.336 1.265 -2.314  0.000
C17 -2.442 0.842 -1.435  0.002
H15 -2.078 1.868 -1.485  0.000
C18 0.344 2.011 -0.869  0.002
C19 0.861 2.103 -2.160  -0.001
H16 1.099 1.197 -2.712  0.000
C20 1.057 3.361 -2.696  0.000
H17 1.454 3.435 -3.701  0.000
C21 0.754 4.507 -1.956  0.000
H18 0.917 5.492 -2.394  0.000
C22 0.248 4.390 -0.655  0.000
H19 0.016 5.283 -0.076  0.000
C23 0.030 3.141 -0.090  0.001
H20 -0.355 3.044 0.928  0.001
Se1 -0.023 0.070 7.293  -0.012
C24 -0.100 0.335 5.618  -0.033
N1 -0.050 0.362 4.349  0.006

Values from the calculation:
HOMO-LUMO gap (spin up / spin down) = 5.487 / 4.362 eV
lowest unoccupied orbital energy (spin up / spin down) = 0.01 / -0.78 eV
total energy = -134688.668 eV
E_HOMO (spin up / spin down) = -5.47 / -5.15 eV
multiplicity = 8